{
  "formula": "C3H15O5S",
  "method": "ωB97M-V/def2-TZVPD",
  "elements": ["H", "O", "O", "S", "C", "H", "H", "C", "O", "H", "H", "H", "C", "H", "O", "H", "H", "H", "H", "H", "H", "H", "H", "O"],
  "positions_angstrom": [[0.263, 1.841, -0.546], [-0.739, -1.446, 2.558], [1.242, -3.333, -0.298], [1.978, -0.348, 0.491], [1.162, 1.138, 1.290], [-0.918, -0.024, 0.369], [-0.117, 0.875, -2.943], [0.037, 1.813, 0.528], [-2.294, 1.501, -0.193], [0.659, -2.985, 0.390], [0.832, -0.572, -1.447], [1.879, -2.591, -0.368], [-1.286, 0.988, 0.628], [0.643, -1.951, -1.919], [-1.059, 1.054, -2.952], [-0.831, -1.871, 1.701], [-1.911, 1.940, -0.934], [0.229, -1.412, 2.395], [1.966, 1.848, 1.515], [-1.200, 0.106, -2.781], [-0.119, 2.849, 0.854], [-1.615, 0.822, 1.653], [0.733, 0.810, 2.250], [0.468, -1.051, -2.241]],
  "homo_lumo_gap_ev": 7.4,
  "total_energy_ev": -24428.5898,
  "relative_energy_kcal_mol": 0.0,
  "charge": -1
}

---

{
  "formula": "C3H6N4",
  "method": "ωB97M-V/def2-TZVPD",
  "elements": ["N", "H", "N", "H", "N", "H", "H", "C", "C", "H", "H", "N", "C"],
  "positions_angstrom": [[2.395, 0.080, 0.006], [3.353, 0.262, -0.230], [2.015, -1.151, 0.000], [-1.978, -1.185, 0.898], [0.718, -1.175, -0.012], [-2.025, -1.266, -0.809], [-1.289, 1.369, 0.320], [0.262, 0.121, 0.025], [1.346, 0.946, 0.008], [-3.132, 0.012, -0.073], [1.527, 1.995, -0.027], [-1.057, 0.486, -0.107], [-2.134, -0.493, 0.002]],
  "homo_lumo_gap_ev": 9.0,
  "total_energy_ev": -9167.2351,
  "relative_energy_kcal_mol": 37.4,
  "smiles": "CNc1c[nH]nn1"
}

---

{
  "formula": "C7H17N4",
  "method": "ωB97M-V/def2-TZVPD",
  "elements": ["H", "H", "H", "H", "H", "C", "N", "H", "C", "H", "C", "H", "H", "H", "C", "C", "H", "H", "H", "H", "N", "C", "N", "N", "C", "H", "H", "H"],
  "positions_angstrom": [[-3.085, -0.285, -1.675], [3.833, 0.766, 0.453], [-1.354, 0.061, -2.023], [2.832, 2.189, -1.146], [0.205, -3.019, -0.509], [-1.248, -0.909, 0.446], [2.050, 0.560, -0.102], [-1.112, -0.885, 1.530], [-2.961, 0.603, 1.004], [1.671, -2.489, 0.340], [2.140, 2.054, -0.308], [-1.859, -1.823, 0.085], [-2.469, 1.344, -1.731], [3.784, -0.006, -1.031], [-2.250, 0.329, -1.408], [3.363, -0.043, -0.065], [-2.411, 1.002, 1.867], [3.252, -1.049, 0.332], [-3.696, -0.225, 1.185], [2.678, 2.359, 0.674], [0.138, -1.083, -0.017], [0.890, -0.017, -0.082], [-0.879, 1.336, 0.473], [-1.805, 0.346, 0.082], [0.562, -2.411, 0.316], [1.178, 2.651, -0.350], [0.110, -2.742, 1.220], [-3.556, 1.387, 0.440]],
  "homo_lumo_gap_ev": [8.4, 8.4],
  "total_energy_ev": -13481.6272,
  "relative_energy_kcal_mol": 173.0,
  "charge": 1
}

---

{
  "formula": "C4H8O2",
  "method": "ωB97M-V/def2-TZVPD",
  "elements": ["H", "C", "O", "H", "H", "H", "C", "C", "O", "H", "H", "C", "H", "H"],
  "positions_angstrom": [[0.775, -0.585, 1.352], [0.183, -1.408, 0.937], [-0.178, -1.334, -1.724], [-2.276, -1.048, 0.928], [-0.101, 2.103, -1.266], [0.476, -2.395, 1.312], [0.547, 1.919, -0.396], [-1.274, -1.149, 0.546], [-0.176, 1.837, 0.810], [1.242, 2.757, -0.300], [-0.806, 1.108, 0.713], [-0.418, -1.285, -0.413], [0.771, -1.466, -1.854], [1.137, 1.010, -0.596]],
  "homo_lumo_gap_ev": 9.7,
  "total_energy_ev": -8369.3591,
  "relative_energy_kcal_mol": 90.5,
  "smiles": "OC1=CC1.CO"
}

---

{
  "formula": "C5H7NO",
  "method": "ωB97M-V/def2-TZVPD",
  "elements": ["O", "C", "C", "H", "H", "H", "N", "C", "C", "H", "H", "C", "H", "H"],
  "positions_angstrom": [[0.026, -1.397, -1.562], [1.607, -0.081, 0.156], [-0.212, 2.404, 0.764], [1.832, -0.774, -0.638], [-2.299, -1.589, -1.587], [2.137, -0.380, 1.038], [-1.952, -1.198, -0.707], [-0.629, -0.934, -0.659], [-0.134, 1.209, 0.652], [0.131, 3.392, 0.821], [2.128, 0.848, -0.177], [0.034, -0.194, 0.527], [-0.194, -0.713, 1.495], [-2.477, -0.592, -0.123]],
  "homo_lumo_gap_ev": 10.4,
  "total_energy_ev": -8833.5618,
  "relative_energy_kcal_mol": 60.9,
  "smiles": "C#C[C@H](C)C(N)=O"
}

---

{
  "formula": "C12H30F3NaO6S4",
  "method": "ωB97M-V/def2-TZVPD",
  "elements": ["H", "C", "F", "H", "S", "O", "C", "C", "H", "H", "H", "H", "H", "O", "H", "H", "C", "C", "H", "S", "H", "H", "O", "S", "F", "H", "H", "C", "O", "S", "C", "H", "C", "F", "H", "H", "C", "C", "H", "H", "H", "C", "O", "H", "H", "O", "H", "H", "H", "H", "H", "Na", "C", "H", "H", "H"],
  "positions_angstrom": [[1.889, 3.780, 1.965], [4.286, 2.661, 0.442], [4.683, -1.400, -0.837], [4.266, 2.355, 1.485], [-2.080, 1.214, 2.919], [-0.634, 1.080, 2.518], [3.468, -1.752, -1.297], [-2.252, 2.481, 4.212], [1.967, -6.650, -0.604], [-4.680, -0.314, -0.853], [-3.505, 0.020, 4.440], [-1.945, -0.616, 4.448], [-2.830, 2.566, -4.182], [2.194, 1.472, -0.714], [0.955, -4.560, 0.092], [0.663, 3.299, 0.782], [-3.023, -2.484, -1.492], [-0.408, 3.852, -3.081], [-3.787, -0.688, 0.629], [-2.255, -0.839, -1.187], [0.658, 4.065, -3.075], [-2.902, 2.705, -2.386], [-0.442, 1.640, -1.555], [2.624, 2.843, -0.338], [2.974, -0.735, -2.047], [4.960, 3.489, 0.235], [-1.928, 3.441, 3.813], [1.944, -4.544, -0.394], [-1.199, -0.972, -0.138], [-0.684, 2.029, -2.970], [1.657, 3.073, 1.168], [1.710, -4.505, -1.463], [2.571, -5.915, -0.066], [3.691, -2.767, -2.211], [-2.504, -2.909, -2.348], [-3.056, -0.953, 3.002], [-3.739, -0.162, -0.327], [-2.704, -0.254, 3.749], [-2.874, 1.135, -3.198], [-3.298, 2.579, 4.494], [1.755, 2.084, 1.613], [-2.490, 2.154, -3.233], [2.524, -1.404, 0.909], [-1.587, 2.272, 5.052], [3.633, -5.870, -0.288], [2.718, -3.548, 0.212], [4.639, 1.816, -0.157], [-3.633, 0.900, -0.110], [-4.049, -2.417, -1.863], [-0.920, 4.253, -3.952], [2.352, -6.144, 0.977], [0.560, 0.188, 0.588], [2.484, -2.201, -0.180], [-0.820, 4.264, -2.157], [-3.033, -2.959, -0.514], [1.434, -2.146, -0.529]],
  "homo_lumo_gap_ev": 5.9,
  "total_energy_ev": -81121.8963,
  "relative_energy_kcal_mol": 0.0
}

---

| no. | M (g mol⁻¹) |
| --- | --- |
| 1 | 163.2 |
| 2 | 98.1 |
| 3 | 157.2 |
| 4 | 88.1 |
| 5 | 97.1 |
| 6 | 478.6 |